24
Properties=species:S:1:pos:R:3:mulliken_charge:R:1 method="wB97M-V/def2-TZVPD" homo_lumo_gap_ev=5.831 total_energy_ev=-9455.4516 max_force_ev_per_a=5.4 e_lumo_ev=-1.92
C -0.5607 -1.5382 1.3127 -1.230
C -0.2716 -0.3993 0.2970 0.428
H 3.5677 1.6549 -0.8749 0.396
H -0.6258 -0.6389 -0.7087 0.313
H 1.4846 -3.3353 -1.0868 -0.094
C 3.1332 0.9796 -0.1336 -1.344
H 1.2292 1.6723 -0.5343 0.183
H 3.1469 1.4751 0.8411 0.304
H -3.2112 2.1298 -0.7096 0.307
H -4.2060 0.6710 -0.7216 0.303
H 1.6650 0.2393 -1.5371 0.319
C 1.7072 0.6628 -0.5104 -0.108
H 0.2224 -2.1727 0.9026 0.293
C -3.1774 1.0316 -0.6962 -0.779
H -2.7091 0.7664 -1.6755 0.300
N 1.1062 -0.1973 0.4693 -0.543
H -0.8031 1.6528 -0.0072 0.305
H -0.4912 -1.4687 2.3919 0.296
H -1.5311 -1.9474 1.0172 0.360
C -1.1933 0.8675 0.6647 -0.439
H -0.9177 1.2007 1.6636 0.408
H 3.7425 0.0730 -0.0773 0.330
N -2.4970 0.5458 0.4481 -0.405
H 1.1903 -3.9246 -0.7350 0.098



24
Properties=species:S:1:pos:R:3:mulliken_charge:R:1 method="wB97M-V/def2-TZVPD" homo_lumo_gap_ev=9.887 smiles=CCNC[C@@H](N)CC total_energy_ev=-9458.9942 max_force_ev_per_a=5.3 e_lumo_ev=1.16
H -0.8394 -1.4861 -0.5144 0.468
H 0.4419 1.0011 -1.4928 0.304
H -2.1027 2.3649 -0.4424 0.305
H -1.0370 -1.7718 1.4023 0.265
H 1.5114 0.6181 -0.0928 0.369
H 1.7088 -2.4024 0.2014 0.587
H -0.5616 -3.4677 0.8197 0.292
H -1.8825 4.0975 0.1218 0.312
C 0.9553 -1.8120 0.4970 -0.560
H -0.8669 3.1655 -1.1809 0.214
C -0.3083 2.4253 0.8522 -0.340
C -0.1565 -2.5174 1.2590 -1.192
C -1.3934 3.1011 -0.0989 -0.954
C 0.2371 -1.0720 -0.6690 0.098
N 0.7218 -1.4814 -1.9383 -0.685
H 0.4247 -2.3760 -2.0063 0.260
H -0.6541 2.5911 1.9075 0.321
H 1.7864 -1.2702 -2.0733 0.250
N -0.4066 0.8450 0.5979 -0.279
H 0.2119 -2.6612 2.2868 0.370
H 0.7061 2.8502 0.5792 0.267
H 1.4989 -1.1101 1.2996 0.211
C 0.4742 0.4788 -0.4694 -1.118
H -1.4031 0.6898 0.3417 0.236



24
Properties=species:S:1:pos:R:3:mulliken_charge:R:1 method="wB97M-V/def2-TZVPD" homo_lumo_gap_ev=5.328 total_energy_ev=-9455.3174 max_force_ev_per_a=3.4 e_lumo_ev=-2.03
C 3.3304 -0.2842 -0.4316 -1.299
H -0.5231 -2.7865 1.0412 0.338
N 1.2347 0.8421 -0.0203 -0.527
C -0.0323 0.9250 0.4679 0.652
H -1.4700 2.5028 0.9698 0.392
H -0.2875 2.9126 -0.2547 0.360
H 4.0627 -1.0610 -0.2044 0.379
C 1.9744 -0.3237 0.2895 -0.095
H -0.8205 -2.1224 0.8553 -0.334
C -0.4266 2.3759 0.6926 -1.612
H -1.1864 0.9892 -1.3760 0.406
C -1.0598 0.2454 -0.5864 -0.782
H 0.2228 2.9269 1.3648 0.381
H 3.1680 -0.4797 -1.5044 0.289
H -2.8951 -1.1601 -1.6370 0.293
H -2.6430 -2.0818 -0.1877 0.248
H -0.1492 0.3808 1.3916 0.360
C -2.9662 -1.0836 -0.5535 -0.773
H -4.0086 -1.0607 -0.2208 0.309
H 3.6594 0.7557 -0.4297 0.340
H -0.5867 -0.6548 -1.0079 0.500
H 2.1641 -0.5157 1.3576 0.352
H 1.4930 -1.2703 0.0148 0.180
N -2.2544 0.0284 -0.0307 -0.358